The following is a DFT calculation (ωB97M-V/def2-TZVPD) of 3 unconnected molecules or ions with the total composition C4H7NO2 in a non-equilibrium geometry.

Values from the calculation:
ΔE to the lowest compared entry with this formula, charge and spin   3.113 eV
E_LUMO   0.81 eV
Calculated total energy   -9844.166 eV
Structure (SMILES)   CC=C=O.C#N.O
Molecular weight   101.105 g mol⁻¹

Cartesian coordinates (Å):
C  -1.55575  -0.58094  0.62736
C  -0.56126  -0.97020  -0.40618
C  0.39715  -1.82806  -0.47830
O  1.31260  -2.56753  -0.64493
H  -1.42171  0.35297  1.11879
H  -1.39312  -1.36410  1.39877
H  -2.62042  -0.64972  0.36304
H  -0.51665  -0.44948  -1.27241
C  3.07521  -0.52542  0.24510
N  2.60945  0.54690  0.18783
H  3.41226  -1.52637  0.37885
O  0.38890  1.90104  -1.28531
H  1.33056  2.03071  -1.35979
H  0.00603  2.59551  -0.84909

Charges in e, computed with Löwdin, in the same order as the atoms:
1. C -0.0838
2. C -0.1573
3. C -0.2040
4. O 0.0989
5. H 0.0570
6. H 0.0847
7. H 0.0783
8. H 0.0680
9. C -0.0554
10. N 0.0835
11. H 0.0559
12. O -0.0269
13. H 0.0141
14. H -0.0130